[1]
# C9H22AlBCa2Cl2F6KN2O9S

A structure of composition C9H22AlBCa2Cl2F6KN2O9S at a distorted geometry (ωB97M-V with the def2-TZVPD basis set, the OMol25 dataset).

Last column: Löwdin charge in e.
Geometry (Å):
N (-2.471, -1.334, 0.493)  0.08
C (-2.968, -1.701, -0.820)  -0.47
O (-3.612, -0.633, -1.430)  -0.13
C (-3.075, -0.236, -2.676)  -0.20
C (-2.109, 0.961, -2.552)  -0.23
N (-2.600, 2.211, -3.186)  0.04
B (-0.659, 0.630, -3.119)  -0.59
O (0.458, 1.297, -2.589)  0.11
O (-0.398, -0.301, -4.071)  0.20
H (-2.590, -0.345, 0.658)  0.06
H (-2.847, -1.901, 1.244)  0.04
H (-3.714, -2.600, -0.766)  0.03
H (-2.127, -2.082, -1.381)  0.07
H (-2.622, -1.059, -3.220)  0.08
H (-3.926, 0.073, -3.287)  0.13
H (-1.971, 1.192, -1.496)  0.13
H (-2.972, 2.843, -2.492)  0.06
H (-3.343, 2.029, -3.847)  0.07
H (1.025, 0.604, -2.224)  0.10
H (-0.970, -0.242, -4.843)  0.13
C (-5.175, -1.114, 5.192)  -0.13
C (-5.853, -1.250, 3.836)  -0.34
O (-4.824, -1.464, 2.973)  0.05
C (-3.861, -2.161, 3.718)  -0.71
O (-2.948, -2.715, 3.225)  0.14
O (-4.090, -1.988, 5.063)  -0.04
F (-6.480, 0.016, 3.450)  -0.40
H (-4.818, -0.085, 5.355)  0.13
H (-5.813, -1.409, 6.025)  0.14
H (-6.586, -2.057, 3.755)  0.09
Ca (-7.752, 1.377, 3.656)  1.38
O (4.505, 0.493, 0.763)  -0.41
S (4.711, 1.924, 0.789)  0.58
O (3.879, 2.776, 1.544)  -0.19
O (4.800, 2.440, -0.703)  -0.41
C (3.663, 2.172, -1.614)  -0.24
C (2.477, 3.055, -1.316)  -0.05
C (6.404, 2.233, 1.247)  -0.11
H (3.401, 1.113, -1.580)  0.14
H (4.020, 2.386, -2.624)  0.07
H (2.046, 2.836, -0.341)  0.09
H (1.700, 2.901, -2.065)  0.08
H (2.775, 4.105, -1.312)  0.10
H (7.056, 1.595, 0.646)  0.09
H (6.522, 1.999, 2.310)  0.07
H (6.626, 3.286, 1.086)  0.10
Cl (-3.715, -3.462, -2.535)  0.06
F (7.162, -1.773, 0.827)  -0.26
Al (5.857, -2.570, -0.039)  -0.21
F (5.267, -1.407, -1.096)  -0.16
F (4.713, -2.789, 1.212)  -0.18
F (6.440, -3.926, -0.709)  -0.11
Cl (-5.371, -4.129, 4.103)  -0.03
Ca (5.691, -0.612, 2.304)  1.64
F (4.810, -3.549, -2.889)  -0.73
K (6.250, 2.345, -2.654)  1.06

Values from the calculation:
- Total charge: +1
- E: -5282.7670 hartree
- HOMO energy: -7.4 eV
- LUMO level: -5.959 eV

=====

[2]
# C9H22CrN4O7

A structure of composition C9H22CrN4O7 at a distorted geometry (ωB97M-V with the def2-TZVPD basis set, the OMol25 dataset).

Last column: Löwdin charge in e.
Geometry (Å):
O (-0.133, 0.371, -3.865)  -0.11
H (-0.744, 0.218, -4.607)  0.07
Cr (-0.134, -0.011, -0.866)  0.73
N (-0.004, 1.558, 0.355)  -0.19
N (1.694, 0.557, -1.370)  -0.18
N (-1.175, -0.975, 0.507)  -0.11
N (0.360, -1.869, -1.325)  -0.11
O (-0.808, 1.902, 1.333)  -0.19
O (-1.725, -0.455, 1.637)  -0.03
O (1.412, -2.264, -2.064)  -0.04
O (2.613, -0.086, -2.032)  -0.13
C (2.037, 1.748, -0.822)  -0.25
C (1.142, 2.264, 0.168)  -0.24
C (-1.222, -2.308, 0.340)  -0.25
C (-0.377, -2.810, -0.708)  -0.25
C (1.429, 3.405, 1.073)  -0.02
H (1.749, 3.043, 2.060)  0.10
H (0.536, 4.025, 1.212)  0.09
H (2.230, 4.022, 0.662)  0.07
C (3.363, 2.292, -1.199)  -0.02
H (3.475, 2.310, -2.290)  0.09
H (4.168, 1.667, -0.790)  0.10
H (3.479, 3.308, -0.818)  0.07
C (-2.009, -3.197, 1.237)  -0.01
C (-0.234, -4.261, -1.009)  -0.01
H (-2.529, -2.618, 2.004)  0.08
H (-1.349, -3.926, 1.724)  0.10
H (-2.747, -3.763, 0.654)  0.09
H (0.356, -4.420, -1.915)  0.08
H (-1.225, -4.713, -1.140)  0.09
H (0.253, -4.779, -0.171)  0.10
H (-1.407, 0.546, 1.605)  0.05
H (1.983, -1.337, -2.158)  0.05
C (-1.075, 0.697, -2.651)  -0.13
H (-0.592, 1.511, -2.057)  0.09
H (-1.513, -0.244, -2.214)  0.09
H (-1.977, 1.214, -3.016)  0.10
O (-3.695, 3.032, 0.990)  -0.08
H (-4.152, 2.328, 0.502)  0.03
H (-2.792, 2.680, 1.139)  0.00
O (1.897, -0.909, 1.241)  -0.04
H (1.652, -1.285, 2.105)  0.06
H (2.645, -1.455, 0.936)  0.06

Values from the calculation:
- Spin multiplicity: 5
- E: -2146.0767 hartree
- HOMO energy (spin up / spin down): -7.1 / -7.2 eV
- LUMO level (spin up / spin down): -0.228 / -0.820 eV

=====

[3]
# C9H22F3NO3P

A cluster of 2 separate species, C9H22F3NO3P in total at a distorted geometry (ωB97M-V with the def2-TZVPD basis set, the OMol25 dataset).

Last column: Löwdin charge in e.
Geometry (Å):
F (-2.024, -4.249, 4.371)  -0.06
C (-1.657, -3.054, 3.523)  -0.23
F (-2.688, -2.029, 3.802)  -0.01
F (-1.775, -3.545, 2.099)  -0.04
C (-0.123, -2.627, 3.909)  -0.16
C (0.060, -1.098, 4.468)  -0.36
P (-0.161, 0.277, 3.156)  0.40
O (0.274, -0.659, 1.743)  -0.39
C (1.225, 0.263, 1.038)  -0.24
C (0.307, 1.650, 0.930)  -0.23
O (-0.202, 1.803, 2.303)  -0.45
H (0.620, -2.908, 3.018)  0.13
H (0.208, -3.348, 4.802)  0.11
H (-0.673, -0.851, 5.372)  0.08
H (1.190, -1.014, 4.841)  0.08
H (1.196, 0.676, 3.507)  0.00
H (-0.521, 1.111, 4.307)  -0.03
H (-1.618, 0.157, 3.009)  0.02
H (2.264, 0.356, 1.618)  0.10
H (1.480, -0.307, 0.045)  0.10
H (-0.587, 1.272, 0.253)  0.10
H (0.757, 2.573, 0.364)  0.11
C (0.185, 0.810, -5.304)  -0.08
C (0.672, 1.764, -4.215)  -0.43
C (1.062, 1.057, -2.897)  -0.20
O (-0.048, 0.628, -2.104)  -0.22
C (-0.642, -0.587, -2.534)  -0.10
N (-0.355, 2.793, -3.991)  0.03
H (-0.841, 0.470, -5.141)  0.06
H (0.201, 1.308, -6.281)  0.07
H (0.831, -0.072, -5.372)  0.08
H (1.572, 2.258, -4.601)  0.13
H (1.606, 1.779, -2.276)  0.12
H (1.753, 0.224, -3.077)  0.12
H (0.094, -1.288, -2.938)  0.09
H (-1.421, -0.381, -3.270)  0.07
H (-1.125, -1.054, -1.669)  0.10
H (0.017, 3.488, -3.341)  0.07
H (-1.116, 2.353, -3.466)  0.07

Values from the calculation:
- Total charge: -1
- E: -1277.3871 hartree
- HOMO energy: -3.8 eV
- LUMO level: 2.838 eV

=====

[4]
# C9H22INP

A cluster of 2 separate species, C9H22INP in total at a distorted geometry (ωB97M-V with the def2-TZVPD basis set, the OMol25 dataset).

Last column: Löwdin charge in e.
Geometry (Å):
C (-0.445, -2.649, 0.254)  -0.08
C (1.694, 1.573, -1.141)  -0.03
C (0.409, 0.188, -2.764)  -0.06
C (-1.713, -0.255, 1.565)  -0.05
C (-1.348, 1.602, -0.778)  -0.02
C (0.372, -1.580, 0.941)  -0.17
C (0.704, 0.385, -1.304)  -0.41
C (0.627, 0.784, 1.613)  -0.73
C (-0.364, -0.133, 0.972)  -0.50
N (-0.569, 0.353, -0.549)  -0.06
P (1.018, -0.113, 3.985)  0.81
I (0.329, 2.813, 2.151)  0.88
H (-0.347, -2.629, -0.781)  0.05
H (-0.106, -3.611, 0.367)  0.06
H (-1.491, -2.787, 0.455)  0.09
H (2.500, 1.325, -1.831)  0.10
H (1.220, 2.438, -1.665)  0.09
H (1.897, 1.816, -0.128)  0.01
H (1.231, 0.114, -3.458)  0.09
H (-0.194, 1.146, -3.087)  0.12
H (-0.400, -0.559, -3.021)  0.11
H (-2.056, 0.658, 2.151)  0.12
H (-2.455, -0.367, 0.884)  0.06
H (-1.780, -1.008, 2.262)  0.07
H (-0.647, 2.468, -1.040)  0.11
H (-2.103, 1.543, -1.460)  0.07
H (-1.855, 1.912, 0.160)  0.08
H (0.291, -1.957, 1.983)  0.10
H (1.368, -1.509, 0.564)  0.10
H (1.247, -0.609, -1.084)  0.16
H (1.667, 0.682, 1.452)  -0.01
H (-1.212, -0.386, -1.022)  0.20
H (1.777, 0.968, 4.481)  -0.16
H (1.954, -1.041, 3.883)  -0.22

Values from the calculation:
- Total charge: +1
- E: -1049.5172 hartree
- HOMO energy: -11.7 eV
- LUMO level: -3.815 eV

=====

[5]
# C9H22N2O2PtSe2

A structure of composition C9H22N2O2PtSe2 at a distorted geometry (ωB97M-V with the def2-TZVPD basis set, the OMol25 dataset).

Last column: Löwdin charge in e.
Geometry (Å):
Pt (-0.102, 1.105, -0.697)  0.65
O (1.940, -1.231, 4.266)  -0.04
C (0.582, -0.814, 4.207)  -0.17
C (0.458, -0.015, 2.902)  -0.57
C (1.513, 1.102, 2.891)  -0.20
O (2.681, 0.642, 2.193)  -0.14
C (-0.958, 0.539, 2.756)  -0.45
Se (-1.142, 1.866, 1.307)  0.67
C (0.773, -0.997, 1.772)  -0.39
Se (1.602, -0.094, 0.315)  1.12
H (2.097, -1.774, 5.047)  0.13
H (0.335, -0.156, 5.044)  0.15
H (-0.106, -1.664, 4.219)  0.15
H (1.731, 1.456, 3.898)  0.16
H (1.182, 1.956, 2.308)  0.06
H (3.127, -0.042, 2.731)  0.14
H (-1.308, 1.070, 3.642)  0.09
H (-1.656, -0.270, 2.547)  0.08
H (-0.105, -1.534, 1.407)  0.11
H (1.520, -1.724, 2.086)  0.09
N (0.992, 0.927, -2.591)  -0.14
C (0.778, -0.297, -3.436)  -0.20
C (-0.540, -0.173, -4.199)  -0.18
C (-1.796, -0.789, -3.578)  -0.17
C (-2.139, -0.434, -2.135)  -0.20
N (-1.875, 1.011, -1.773)  -0.12
H (0.743, 1.728, -3.171)  0.10
H (1.984, 1.057, -2.406)  0.09
H (0.804, -1.176, -2.791)  0.11
H (1.611, -0.371, -4.134)  0.13
H (-0.418, -0.635, -5.178)  0.13
H (-0.701, 0.889, -4.424)  0.11
H (-1.702, -1.877, -3.599)  0.13
H (-2.639, -0.547, -4.226)  0.13
H (-1.565, -1.046, -1.443)  0.09
H (-3.191, -0.639, -1.945)  0.13
H (-2.639, 1.367, -1.198)  0.08
H (-1.869, 1.585, -2.615)  0.11

Values from the calculation:
- Total charge: +2
- E: -5537.6850 hartree
- HOMO energy (spin up / spin down): -14.7 / -14.7 eV
- LUMO level (spin up / spin down): -9.793 / -9.789 eV

=====

[6]
# C9H22N2O4

A cluster of 2 separate species, C9H22N2O4 in total at a distorted geometry (ωB97M-V with the def2-TZVPD basis set, the OMol25 dataset).

Last column: Löwdin charge in e.
Geometry (Å):
C (3.185, 0.759, -0.116)  -0.10
C (0.673, -3.829, -0.784)  -0.04
C (0.465, 3.989, -0.686)  -0.06
C (-3.648, 0.073, -0.576)  -0.03
C (-2.414, -1.226, 1.333)  -0.03
C (2.819, 0.012, 1.112)  -0.22
C (1.262, -2.534, -0.246)  -0.22
C (-0.291, 2.683, -0.892)  -0.30
C (-2.844, 0.208, 0.759)  -0.52
N (0.564, -0.399, 0.417)  -0.19
N (-0.146, 0.487, -0.215)  0.16
O (1.386, -0.016, 1.485)  -0.03
O (0.271, -1.715, 0.345)  -0.06
O (0.447, 1.742, -0.207)  -0.12
O (-1.844, 1.084, 0.654)  -0.17
H (2.601, 0.236, -1.037)  0.12
H (2.796, 1.681, -0.158)  0.01
H (4.262, 0.601, -0.291)  0.10
H (1.483, -4.265, -1.261)  0.06
H (0.410, -4.429, 0.037)  0.07
H (-0.134, -3.769, -1.456)  0.07
H (-0.196, 4.843, -1.009)  0.09
H (0.617, 4.077, 0.367)  0.06
H (1.395, 3.857, -1.326)  0.10
H (-3.229, -0.812, -1.005)  0.06
H (-4.653, -0.189, -0.337)  0.06
H (-3.584, 1.008, -1.069)  0.06
H (-3.222, -1.668, 1.844)  0.06
H (-1.617, -1.114, 2.016)  0.05
H (-1.972, -1.816, 0.584)  0.03
H (3.396, 0.586, 1.954)  0.15
H (3.209, -1.108, 1.062)  0.13
H (1.678, -1.856, -0.993)  0.11
H (2.150, -2.831, 0.486)  0.15
H (-0.458, 2.462, -1.932)  0.11
H (-1.387, 2.533, -0.432)  0.15
H (-3.431, 0.656, 1.571)  0.13

Values from the calculation:
- E: -766.1896 hartree
- HOMO energy (spin up / spin down): -7.4 / -8.0 eV
- LUMO level (spin up / spin down): 0.618 / 0.706 eV